[1]
C5H8O2 | ωB97M-V with the def2-TZVPD basis set

```
! RIJCOSX wB97M-V def2-TZVPD def2/J DEFGRID3
* xyz 0 1
C -0.11 1.31 -0.24
C -0.25 -0.16 0.10
C -1.09 -1.25 -0.47
C -1.28 -0.82 0.96
O 1.10 -0.66 0.47
C 1.90 0.29 0.13
O 2.14 0.75 -1.08
H -0.14 1.43 -1.34
H 1.55 1.58 -0.73
H -0.92 1.91 0.19
H -1.83 -0.99 -1.22
H -0.58 -2.20 -0.63
H -2.18 -0.26 1.21
H -0.95 -1.49 1.74
H 2.64 0.56 0.89
*
```

Values from the calculation:
Lowest unoccupied orbital energy (spin up / spin down) = -0.098 / -0.098 eV
Molecular weight = 100.117 g/mol
Orbital gap (spin up / spin down) = 7.82 / 7.82 eV
Energy relative to the best compared isomer or geometry (same formula, charge and spin) = 567.8 kJ/mol
E_HOMO (spin up / spin down) = -7.92 / -7.92 eV

natural (NBO) atomic charge list, values in e, 5 entries:
1. C -0.85
2. C 0.22
3. C -0.44
4. C -0.43
5. O -0.49

***

[2]
C26H58FNO2 | ωB97M-V with the def2-TZVPD basis set

```
! RIJCOSX wB97M-V def2-TZVPD def2/J DEFGRID3
* xyz 0 1
C -1.96 -2.03 -1.53
C -0.96 -1.95 -2.69
C -0.72 -0.51 -3.17
C -0.59 0.50 -2.03
O 0.56 1.34 -2.19
C 1.27 1.54 -1.00
C 2.22 0.35 -0.77
N 3.60 0.74 -1.17
C 4.29 -0.39 -1.83
C 4.09 -0.39 -3.32
O 3.39 -1.07 -3.91
F 4.82 0.52 -3.97
H -2.49 -2.97 -1.48
H -1.40 -1.93 -0.60
H -2.64 -1.18 -1.54
H -1.38 -2.53 -3.50
H -0.01 -2.38 -2.39
H 0.14 -0.48 -3.83
H -1.57 -0.25 -3.78
H -1.47 1.15 -2.07
H -0.51 0.05 -1.05
H 0.61 1.68 -0.14
H 1.85 2.45 -1.06
H 1.90 -0.44 -1.45
H 2.19 -0.03 0.25
H 3.48 1.45 -1.89
H 5.34 -0.33 -1.57
H 3.90 -1.34 -1.49
C 0.25 -5.20 1.77
C -1.17 -4.82 1.35
C -1.88 -3.91 2.35
C -2.10 -4.52 3.73
C -2.88 -5.83 3.75
C -4.31 -5.68 3.22
H 0.25 -5.76 2.70
H 0.72 -5.82 1.01
H 0.86 -4.30 1.91
H -1.75 -5.73 1.17
H -1.12 -4.30 0.38
H -2.84 -3.61 1.92
H -1.30 -2.99 2.46
H -2.62 -3.78 4.35
H -1.13 -4.68 4.21
H -2.93 -6.19 4.78
H -2.36 -6.60 3.18
H -4.87 -4.95 3.80
H -4.84 -6.64 3.29
H -4.32 -5.37 2.17
C -5.30 0.98 -2.98
C -4.56 2.25 -2.56
C -5.40 3.19 -1.70
C -6.66 3.74 -2.37
C -6.42 4.50 -3.67
C -5.56 5.75 -3.49
H -6.17 1.21 -3.59
H -4.64 0.33 -3.56
H -5.63 0.42 -2.10
H -4.20 2.78 -3.45
H -3.67 1.97 -1.99
H -4.78 4.02 -1.36
H -5.70 2.66 -0.79
H -7.17 4.39 -1.67
H -7.35 2.91 -2.57
H -7.38 4.80 -4.09
H -5.95 3.85 -4.42
H -6.03 6.44 -2.78
H -5.45 6.28 -4.44
H -4.56 5.51 -3.12
C 3.92 1.99 2.18
C 4.82 2.71 3.18
C 6.14 3.18 2.58
C 7.05 2.06 2.05
C 7.43 1.00 3.08
C 8.23 1.56 4.26
H 4.39 1.08 1.80
H 2.98 1.71 2.65
H 3.70 2.63 1.33
H 5.00 2.06 4.04
H 4.29 3.59 3.56
H 6.68 3.77 3.32
H 5.93 3.87 1.75
H 7.96 2.51 1.65
H 6.56 1.57 1.20
H 8.03 0.23 2.58
H 6.53 0.50 3.46
H 9.15 2.03 3.91
H 8.51 0.76 4.94
H 7.66 2.30 4.82
*
```

Values from the calculation:
SMILES = CCCCOCCNCC(=O)F.CCCCCC.CCCCCC.CCCCCC
Lowest unoccupied orbital energy = 0.549 eV
Molecular weight = 435.753 g/mol
Orbital gap = 10.00 eV
E_HOMO = -9.45 eV

Löwdin atomic charge list, values in e, 5 entries:
1. C -0.11
2. C -0.24
3. C -0.17
4. C -0.20
5. O -0.14

***

[3]
C32H33AsN3O6SSr | ωB97M-V with the def2-TZVPD basis set

```
! RIJCOSX wB97M-V def2-TZVPD def2/J DEFGRID3
* xyz -1 1
Sr 0.84 -0.47 1.76
O 3.04 -0.38 1.73
C 3.17 -1.12 3.01
C 1.84 -1.20 3.93
N 0.72 -1.89 3.22
C -0.57 -2.11 3.94
C -1.49 -1.71 2.71
O -2.11 -2.58 2.09
O -1.35 -0.47 2.38
C 1.15 -3.01 2.30
C 1.88 -2.66 0.91
O 2.90 -3.28 0.63
O 1.22 -1.87 0.11
H 2.68 -1.20 1.25
H 3.95 -0.69 3.63
H 3.48 -2.14 2.85
H 1.51 -0.20 4.31
H 2.16 -1.78 4.78
H -0.63 -1.41 4.77
H -0.65 -3.12 4.31
H 0.26 -3.53 1.95
H 1.74 -3.75 2.84
C 4.61 -0.70 -1.02
C 3.23 -0.26 -1.44
O 2.64 0.65 -0.89
N 2.74 -0.94 -2.53
C 1.31 -0.91 -2.84
C 0.58 -2.13 -2.27
C 1.13 -3.41 -2.32
C 0.54 -4.43 -1.60
C -0.62 -4.15 -0.88
C -1.14 -2.87 -0.95
N -0.56 -1.88 -1.63
H 5.04 0.06 -0.38
H 5.25 -0.88 -1.89
H 4.52 -1.64 -0.46
H 3.21 -1.81 -2.71
H 1.17 -0.83 -3.91
H 0.90 -0.05 -2.34
H 2.04 -3.60 -2.88
H 0.99 -5.41 -1.58
H -1.10 -4.90 -0.26
H -2.03 -2.62 -0.39
S 1.20 2.33 2.01
C -0.19 3.30 1.58
C -0.37 4.60 2.08
C -1.43 5.38 1.67
C -2.34 4.89 0.73
C -2.17 3.63 0.21
C -1.14 2.81 0.64
As -0.75 1.01 -0.16
C -2.70 0.66 -0.38
C -3.49 0.84 0.77
C -4.83 0.49 0.78
C -5.42 -0.06 -0.36
C -4.65 -0.24 -1.50
C -3.30 0.12 -1.50
C -0.38 2.06 -1.81
C 0.79 2.83 -1.73
C 1.21 3.60 -2.80
C 0.47 3.61 -3.98
C -0.69 2.87 -4.06
C -1.10 2.09 -2.98
H 0.37 4.99 2.77
H -1.56 6.38 2.07
H -3.17 5.51 0.40
H -2.84 3.25 -0.55
H -3.02 1.23 1.66
H -5.42 0.63 1.67
H -6.46 -0.36 -0.35
H -5.09 -0.69 -2.39
H -2.70 -0.10 -2.36
H 1.36 2.80 -0.81
H 2.11 4.19 -2.71
H 0.80 4.21 -4.82
H -1.28 2.88 -4.97
H -2.02 1.53 -3.06
*
```

Values from the calculation:
Lowest unoccupied orbital energy = 2.068 eV
Molecular weight = 750.240 g/mol
Orbital gap = 5.92 eV
Energy relative to the best compared isomer or geometry (same formula, charge and spin) = 717.0 kJ/mol
E_HOMO = -3.85 eV

Löwdin atomic charge list, values in e, 5 entries:
1. Sr 1.33
2. O -0.27
3. C -0.15
4. C -0.16
5. N -0.46

***

[4]
C30H24N2O5PtS | ωB97M-V with the def2-TZVPD basis set

```
! RIJCOSX wB97M-V def2-TZVPD def2/J DEFGRID3
* xyz 2 5
Pt 10.57 12.01 12.64
O 14.63 11.28 11.64
S 13.34 10.83 11.22
O 12.53 11.58 10.29
N 12.37 10.67 12.63
C 12.58 9.89 13.67
C 13.61 8.86 13.84
C 13.65 7.97 14.88
C 12.78 8.15 15.96
C 11.72 9.12 15.88
C 10.86 9.26 16.96
C 9.84 10.21 16.85
C 9.85 11.08 15.74
N 10.77 10.99 14.74
C 11.66 10.02 14.81
C 13.60 9.16 10.67
C 14.91 8.78 10.37
C 15.20 7.43 10.33
C 14.20 6.52 10.43
C 12.87 6.93 10.50
C 12.52 8.23 10.71
H 14.49 8.81 13.20
H 14.40 7.20 14.94
H 12.89 7.58 16.85
H 10.93 8.62 17.80
H 9.09 10.50 17.59
H 9.17 11.92 15.67
H 15.65 9.48 10.40
H 16.21 7.18 10.14
H 14.33 5.49 10.21
H 12.08 6.21 10.40
H 11.46 8.63 10.97
O 11.74 14.02 12.66
C 10.79 14.74 13.03
O 9.71 14.25 13.42
C 11.03 16.25 13.11
C 12.36 16.72 12.81
C 12.61 18.13 12.79
C 11.68 19.03 13.45
C 10.39 18.41 13.91
C 10.07 17.09 13.69
H 12.95 15.87 12.58
H 13.54 18.56 12.41
H 11.80 20.13 13.43
H 9.66 19.08 14.35
H 9.02 16.78 13.77
C 7.41 9.08 11.37
C 8.38 10.19 11.57
O 9.31 10.14 12.41
C 8.28 11.47 10.77
C 7.04 11.98 10.52
C 6.96 13.23 9.87
C 8.14 13.80 9.45
C 9.40 13.28 9.74
C 9.42 12.02 10.28
H 7.47 8.33 12.21
H 7.39 8.74 10.36
H 6.40 9.52 11.39
H 6.17 11.52 10.90
H 5.97 13.61 9.61
H 8.05 14.72 8.94
H 10.34 13.73 9.49
H 10.41 11.53 10.53
*
```

Values from the calculation:
Lowest unoccupied orbital energy (spin up / spin down) = -6.269 / -9.721 eV
Molecular weight = 719.676 g/mol
Orbital gap (spin up / spin down) = 7.33 / 4.46 eV
Energy relative to the best compared isomer or geometry (same formula, charge and spin) = 80.4 kJ/mol
E_HOMO (spin up / spin down) = -13.60 / -14.18 eV

natural (NBO) atomic charge list, values in e, 5 entries:
1. Pt 1.29
2. O -0.90
3. S 2.29
4. O -0.92
5. N -0.75